Molecular formula: ClH3OSi
Method: DFT, ωB97M-V with the def2-TZVPD basis set

XYZ file:
```
6
Properties=species:S:1:pos:R:3:forces:R:3:lowdin_charge:R:1
O 0.3495 0.5883 0.0634 0.38 0.23 -0.17 -0.5133
Si 1.6980 1.1105 -0.4050 1.40 0.62 0.27 0.6136
Cl -2.6771 0.4430 0.3627 0.72 -0.27 0.29 0.3167
H -3.7228 0.9009 -0.1506 -0.84 0.29 -0.32 -0.2840
H 2.3853 2.4895 -0.0229 -0.93 -1.28 -0.38 -0.0591
H 2.7295 0.2962 -1.1862 -0.73 0.40 0.31 -0.0739
```
Positions in Å, forces in eV/Å.

Computed properties:
Strongest force on any atom   1.6 eV/A
SMILES   O=[SiH2].Cl
Molar mass   82.56 g mol⁻¹
LUMO energy   -0.494 eV
ΔE to the lowest compared entry with this formula, charge and spin   74.39 kcal/mol
HOMO-LUMO gap   0.3753 Eh

---

Molecular formula: ClH46O23Zn
Method: DFT, ωB97M-V with the def2-TZVPD basis set

XYZ file:
```
71
Properties=species:S:1:pos:R:3:forces:R:3:lowdin_charge:R:1
Zn -0.8170 -2.1616 -1.2156 1.13 0.25 0.60 0.4263
Cl -0.2353 -0.2251 0.1595 -0.12 -0.60 0.12 0.2567
O -4.7104 1.2427 2.2324 -0.09 0.11 0.51 -0.0490
H -4.6464 1.0065 1.3071 0.12 0.05 -0.46 -0.0274
H -4.6090 0.4134 2.6994 -0.02 -0.10 0.23 0.0090
O -2.9023 -2.1654 2.6448 0.17 0.17 -0.34 -0.0215
H -3.7820 -2.3171 2.2994 -0.51 0.14 0.12 0.0641
H -2.7874 -2.8405 3.3136 0.18 -0.20 0.36 0.0777
O 2.8424 -1.7924 0.1540 -0.67 -0.63 -0.91 -0.0660
H 3.1732 -1.9438 1.0394 0.33 -0.10 0.79 0.0035
H 2.3567 -0.9700 0.2166 -0.34 0.59 0.02 -0.0098
O -0.9589 0.9656 -4.6350 -0.27 -0.76 0.09 -0.0371
H -1.5977 1.0104 -5.3464 -0.18 0.02 -0.23 0.0504
H -0.4464 1.7694 -4.7217 0.21 0.33 0.34 0.0244
O -0.7388 -0.5025 3.9318 0.36 0.05 0.39 -0.0292
H -1.4308 -0.6610 3.2897 -0.39 0.06 -0.33 0.0143
H 0.0361 -0.9220 3.5579 0.05 -0.34 -0.22 0.0232
O -2.3853 -2.4252 -0.0510 -1.14 -0.33 0.00 -0.0657
H -2.2804 -2.1165 0.8489 0.29 0.37 0.87 0.0094
H -3.1482 -3.0025 -0.0193 -0.14 -0.28 -0.34 0.0949
O 1.4190 -3.5435 2.5269 -0.26 -0.04 -0.22 -0.0221
H 1.8820 -4.2342 3.0011 0.22 -0.23 0.14 0.0660
H 1.5555 -2.7569 3.0550 0.19 0.18 0.16 0.0371
O 0.8604 1.7929 4.2299 0.56 0.06 -0.06 -0.0268
H 1.7784 1.5853 4.4039 0.32 0.28 0.22 0.0600
H 0.4550 0.9470 4.0392 -0.83 -0.30 0.06 -0.0033
O 3.9531 -1.2649 2.5706 -0.31 -0.58 0.30 -0.0307
H 3.5135 -0.4182 2.4924 0.09 0.62 -0.14 0.0172
H 4.8586 -1.0896 2.3143 0.39 0.11 0.02 0.0704
O 1.1408 1.2336 -2.2607 0.52 -0.19 -0.12 -0.0776
H 0.7466 0.8809 -1.4630 -0.13 -0.22 0.36 -0.1109
H 0.4504 1.7675 -2.6538 -0.18 0.52 -0.28 -0.0269
O -0.3437 3.8945 3.0831 -0.27 0.44 -0.46 -0.0446
H 0.0191 3.2260 3.6643 0.47 -0.50 0.33 -0.0145
H -1.0473 4.2980 3.5914 -0.26 0.24 -0.01 0.0613
O -0.2711 3.4424 -3.2749 -0.34 -0.41 -0.57 -0.0462
H -0.3106 4.0979 -3.9713 0.04 0.24 -0.11 0.0644
H -0.2406 3.9531 -2.4660 0.20 0.37 0.47 0.0290
O 1.3667 4.5391 -1.1974 0.03 0.18 -0.25 -0.0396
H 1.0531 5.0207 -0.4319 -0.12 0.18 0.29 0.0486
H 1.1768 3.6223 -0.9984 0.00 -0.47 0.13 0.0015
O 3.1696 1.3794 1.2535 0.06 -0.59 0.25 -0.0304
H 2.2801 1.5075 1.5831 -0.45 0.24 0.07 0.0236
H 3.3041 2.1010 0.6392 0.17 0.24 -0.28 0.0592
O 3.2798 -1.2025 -3.4231 -0.49 -0.61 -0.55 -0.0429
H 3.1515 -0.4372 -3.9835 -0.07 0.25 -0.12 0.0511
H 3.7584 -0.8672 -2.6650 0.43 0.40 0.62 -0.0109
O 0.8476 -2.1661 -2.3441 0.00 -0.44 0.19 -0.0361
H 1.6514 -2.1405 -1.8249 0.67 0.18 0.19 0.0409
H 1.1426 -2.0613 -3.2486 0.18 0.36 -0.38 0.0825
O -1.8032 -1.2132 -2.5670 -1.13 0.59 -0.94 -0.0237
H -2.5514 -1.4809 -3.1005 -0.25 -0.23 -0.04 0.1020
H -1.4556 -0.4402 -3.0119 0.67 0.92 -0.44 0.0568
O 4.9694 -0.7288 -1.2042 0.43 0.48 -0.45 -0.0407
H 4.4474 -0.7769 -0.4033 -0.33 -0.12 0.15 -0.0030
H 5.1270 -1.6422 -1.4432 0.20 -0.33 0.05 0.0509
O -1.0218 2.7693 0.6193 0.15 0.01 -0.66 -0.0846
H -1.0121 1.8127 0.6515 -0.01 -0.32 -0.09 -0.0974
H -0.7931 3.0417 1.5079 0.21 0.54 0.94 -0.0071
O -3.2583 4.0763 -0.3086 -0.54 0.61 -0.39 -0.0646
H -2.5518 3.8198 0.2842 0.36 -0.35 0.09 -0.0201
H -3.6537 3.2489 -0.5829 -0.07 -0.20 0.07 0.0004
O -3.8870 0.6343 -0.3374 -0.21 -0.13 -0.14 -0.0338
H -2.9392 0.5211 -0.4091 0.55 0.03 0.12 0.0024
H -4.2158 0.4702 -1.2213 -0.22 0.05 -0.21 0.0575
O 0.1802 -3.4021 0.0755 -0.04 -0.62 -0.32 -0.0551
H 1.0017 -3.1096 0.4702 0.78 0.38 0.31 0.0184
H -0.0775 -4.1641 0.5944 -0.23 -0.11 0.20 0.0840
O -1.3392 -3.9598 -2.3319 -0.27 -0.35 0.03 -0.0097
H -0.7435 -4.7010 -2.2222 0.41 -0.19 0.11 0.0828
H -1.9554 -4.2450 -3.0066 -0.27 0.05 -0.25 0.0874
```
Positions in Å, forces in eV/Å.

Computed properties:
Strongest force on any atom   1.6 eV/A
Molar mass   515.19 g mol⁻¹
LUMO energy   -3.395 eV
ΔE to the lowest compared entry with this formula, charge and spin   3.07 kcal/mol
HOMO-LUMO gap   0.3133 Eh
Total charge   +1

---

Molecular formula: ClH4N2P
Method: DFT, ωB97M-V with the def2-TZVPD basis set

XYZ file:
```
8
Properties=species:S:1:pos:R:3:forces:R:3:lowdin_charge:R:1
N 1.2804 1.4559 0.1423 -0.53 -0.64 0.06 -0.0312
N -0.4244 -1.6424 -0.2346 -0.01 -0.06 -0.17 -0.3487
P -1.0389 -0.3955 0.6899 1.32 0.19 0.73 0.3572
Cl -2.2016 0.4387 -0.6882 -0.71 0.52 -0.78 0.1160
H 0.7183 2.2987 -0.0038 -0.03 -0.01 0.14 -0.0674
H 1.6205 1.5289 1.1064 -0.12 0.08 -0.05 -0.0685
H 0.2803 -2.2176 0.2001 0.04 -0.04 0.07 0.0213
H -0.2345 -1.4666 -1.2122 0.05 -0.03 0.01 0.0213
```
Positions in Å, forces in eV/Å.

Computed properties:
Strongest force on any atom   1.5 eV/A
Molar mass   98.47 g mol⁻¹
LUMO energy (spin up / spin down)   -0.155 / -0.373 eV
ΔE to the lowest compared entry with this formula, charge and spin   64.91 kcal/mol
HOMO-LUMO gap (spin up / spin down)   0.3651 / 0.2534 Eh

---

Molecular formula: ClH4N2PS
Method: DFT, ωB97M-V with the def2-TZVPD basis set

XYZ file:
```
9
Properties=species:S:1:pos:R:3:forces:R:3:lowdin_charge:R:1
N -0.5092 2.5518 2.6373 1.62 -2.18 -0.58 -0.2643
N 0.1508 -0.8019 -0.9975 0.35 -1.49 0.91 0.0102
P -0.1441 1.0567 2.5257 -1.94 0.56 0.71 -0.1111
S -1.0470 -0.6741 2.8499 1.02 1.95 -0.42 0.1398
Cl 1.8006 0.8561 2.0588 -0.33 0.17 0.13 0.2763
H -0.2173 0.0537 -1.3234 -0.58 0.94 -0.39 -0.0205
H -1.2886 3.1812 2.6182 -0.39 -0.49 0.19 -0.0011
H 0.5842 -0.6370 -0.0807 -0.40 -0.26 -0.59 -0.0525
H -0.6038 -1.5013 -0.8979 0.65 0.80 0.03 0.0233
```
Positions in Å, forces in eV/Å.

Computed properties:
Strongest force on any atom   2.8 eV/A
Molar mass   130.54 g mol⁻¹
LUMO energy   -0.636 eV
ΔE to the lowest compared entry with this formula, charge and spin   47.60 kcal/mol
HOMO-LUMO gap   0.3368 Eh

---

Molecular formula: ClH5N3P
Method: DFT, ωB97M-V with the def2-TZVPD basis set

XYZ file:
```
10
Properties=species:S:1:pos:R:3:forces:R:3:lowdin_charge:R:1
N -1.7944 -0.1589 0.6840 -0.30 0.31 -1.10 -0.2386
N 0.3071 -1.0340 1.6134 -0.69 2.28 2.12 -0.1847
N 0.8333 0.5716 -1.4367 -1.66 -2.21 2.38 -0.0905
P -0.4495 -0.7621 0.2379 1.23 0.69 -2.61 0.2484
Cl -0.3840 -2.5861 -0.7318 0.09 0.38 -0.01 0.2204
H -2.3244 0.1946 -0.1087 -0.21 0.20 0.25 -0.0168
H 1.0312 -1.6740 1.9190 -0.34 0.53 -0.13 0.0638
H -0.1999 -0.2459 2.2078 2.03 -2.53 -0.61 0.1199
H 0.2006 0.1259 -2.1203 0.69 0.18 -0.10 -0.0758
H 1.7148 0.0165 -1.4270 -0.83 0.17 -0.18 -0.0461
```
Positions in Å, forces in eV/Å.

Computed properties:
Strongest force on any atom   3.6 eV/A
Molar mass   113.49 g mol⁻¹
LUMO energy (spin up / spin down)   -0.611 / -0.609 eV
ΔE to the lowest compared entry with this formula, charge and spin   57.06 kcal/mol
HOMO-LUMO gap (spin up / spin down)   0.3203 / 0.3201 Eh

---

Molecular formula: ClH5N3PS
Method: DFT, ωB97M-V with the def2-TZVPD basis set

XYZ file:
```
11
Properties=species:S:1:pos:R:3:forces:R:3:lowdin_charge:R:1
N 1.4721 -0.2481 -0.2277 -4.30 -1.65 2.07 -0.0595
N -1.5888 0.2889 0.3727 -1.80 -0.82 -4.22 -0.1771
N -0.4454 -1.2038 1.9596 0.73 -1.67 1.45 -0.6306
P -0.3447 0.3008 1.3910 3.27 2.21 -1.26 0.1240
S -0.2563 1.8281 2.6201 0.12 -1.33 -1.10 0.1768
Cl 1.0639 -1.6945 2.7419 -1.34 -0.07 -0.75 0.5362
H 2.2711 -0.1922 0.3200 1.93 0.04 1.53 -0.1012
H 1.4412 0.5955 -0.6895 -0.09 2.57 -1.54 -0.1043
H -2.0744 1.1532 0.1637 0.16 0.13 0.65 0.0505
H -1.5905 -0.2388 -0.5882 0.59 0.93 2.72 0.1269
H -0.8805 -1.8459 1.2935 0.72 -0.32 0.45 0.0582
```
Positions in Å, forces in eV/Å.

Computed properties:
Strongest force on any atom   5.0 eV/A
Molar mass   145.56 g mol⁻¹
LUMO energy   -0.196 eV
ΔE to the lowest compared entry with this formula, charge and spin   64.96 kcal/mol
HOMO-LUMO gap   0.3138 Eh

---

no.,calculated total energy (eV)
1,-22495.2835
2,-108779.0145
3,-24854.5962
4,-35691.7568
5,-26361.1950
6,-37195.9551